{
  "formula": "C56H109F15O28",
  "method": "ωB97M-V with the def2-TZVPD basis set",
  "species": ["C", "O", "C", "C", "O", "C", "C", "O", "C", "H", "H", "H", "H", "H", "H", "H", "H", "H", "H", "H", "H", "H", "H", "C", "O", "C", "C", "O", "C", "C", "O", "C", "H", "H", "H", "H", "H", "H", "H", "H", "H", "H", "H", "H", "H", "H", "C", "O", "C", "C", "O", "C", "C", "O", "C", "H", "H", "H", "H", "H", "H", "H", "H", "H", "H", "H", "H", "H", "H", "C", "O", "C", "C", "O", "C", "C", "O", "C", "H", "H", "H", "H", "H", "H", "H", "H", "H", "H", "H", "H", "H", "H", "C", "O", "C", "C", "O", "C", "C", "O", "C", "H", "H", "H", "H", "H", "H", "H", "H", "H", "H", "H", "H", "H", "H", "C", "O", "C", "C", "O", "C", "C", "O", "C", "H", "H", "H", "H", "H", "H", "H", "H", "H", "H", "H", "H", "H", "H", "C", "C", "O", "C", "O", "C", "F", "F", "F", "H", "H", "H", "H", "H", "C", "C", "O", "C", "O", "C", "F", "F", "F", "H", "H", "H", "H", "H", "C", "C", "O", "C", "O", "C", "F", "F", "F", "H", "H", "H", "H", "H", "C", "C", "O", "C", "O", "C", "F", "F", "F", "H", "H", "H", "H", "H", "C", "C", "O", "C", "O", "C", "F", "F", "F", "H", "H", "H", "H", "H"],
  "positions_angstrom": [[-12.463, 17.878, -5.815], [-11.174, 17.648, -6.273], [-10.999, 17.447, -7.683], [-9.590, 16.851, -8.053], [-8.671, 17.831, -8.506], [-7.298, 17.502, -8.567], [-7.101, 16.473, -9.831], [-7.471, 17.117, -11.082], [-7.095, 16.476, -12.281], [-13.058, 17.072, -6.243], [-12.921, 18.834, -6.069], [-12.587, 17.879, -4.732], [-11.232, 18.346, -8.255], [-11.796, 16.761, -7.970], [-9.663, 16.022, -8.757], [-9.207, 16.379, -7.148], [-6.900, 17.009, -7.680], [-6.710, 18.419, -8.610], [-7.744, 15.600, -9.716], [-6.055, 16.175, -9.763], [-6.052, 16.165, -12.340], [-7.294, 17.088, -13.161], [-7.801, 15.651, -12.374], [-14.970, 11.300, -9.112], [-13.918, 12.147, -8.602], [-14.370, 13.151, -7.740], [-15.348, 14.182, -8.304], [-15.071, 15.380, -7.624], [-15.988, 16.450, -7.880], [-15.564, 17.859, -7.595], [-14.440, 18.162, -8.519], [-14.112, 19.493, -8.698], [-15.468, 10.720, -8.335], [-14.476, 10.541, -9.719], [-15.840, 11.723, -9.613], [-13.510, 13.667, -7.313], [-14.782, 12.656, -6.861], [-16.351, 13.813, -8.089], [-15.210, 14.468, -9.346], [-16.859, 16.249, -7.256], [-16.293, 16.486, -8.926], [-15.205, 17.801, -6.568], [-16.479, 18.450, -7.645], [-14.050, 20.059, -7.769], [-14.937, 19.933, -9.260], [-13.209, 19.660, -9.286], [-15.441, 14.215, -4.125], [-14.612, 14.472, -2.935], [-13.712, 13.366, -2.659], [-12.968, 13.584, -1.346], [-11.972, 14.647, -1.420], [-12.397, 15.963, -1.392], [-11.140, 16.819, -1.238], [-10.592, 16.683, 0.116], [-9.385, 17.419, 0.260], [-15.535, 15.139, -4.696], [-16.454, 13.820, -4.049], [-14.944, 13.519, -4.800], [-12.878, 13.317, -3.360], [-14.197, 12.402, -2.504], [-12.525, 12.618, -1.105], [-13.760, 13.726, -0.610], [-12.990, 16.264, -0.528], [-12.904, 16.264, -2.309], [-11.398, 17.846, -1.496], [-10.463, 16.379, -1.971], [-9.666, 18.461, 0.106], [-8.680, 17.097, -0.507], [-9.056, 17.323, 1.294], [-23.060, 21.660, -7.367], [-22.120, 20.689, -6.909], [-21.449, 19.932, -7.983], [-20.535, 18.806, -7.493], [-19.359, 19.068, -6.835], [-19.303, 20.045, -5.720], [-19.901, 19.458, -4.431], [-19.506, 20.031, -3.163], [-19.892, 21.423, -2.921], [-22.433, 22.465, -7.749], [-23.654, 22.176, -6.613], [-23.641, 21.273, -8.204], [-20.846, 20.587, -8.612], [-22.219, 19.558, -8.658], [-20.296, 18.130, -8.315], [-21.148, 18.212, -6.816], [-19.734, 20.986, -6.062], [-18.258, 20.306, -5.554], [-19.618, 18.405, -4.444], [-20.984, 19.583, -4.408], [-20.964, 21.604, -3.001], [-19.356, 22.157, -3.522], [-19.789, 21.704, -1.873], [-15.633, 25.883, 2.738], [-15.745, 25.050, 1.647], [-16.759, 25.566, 0.784], [-16.867, 24.737, -0.469], [-17.982, 25.198, -1.134], [-17.992, 24.750, -2.450], [-19.235, 25.160, -3.298], [-19.356, 24.536, -4.545], [-20.352, 24.981, -5.471], [-16.482, 26.292, 3.285], [-14.955, 26.648, 2.360], [-14.974, 25.353, 3.427], [-16.593, 26.604, 0.496], [-17.716, 25.437, 1.289], [-16.901, 23.690, -0.168], [-16.007, 24.859, -1.128], [-17.837, 23.674, -2.523], [-17.192, 25.333, -2.906], [-19.317, 26.229, -3.494], [-20.104, 24.968, -2.669], [-21.358, 24.886, -5.063], [-20.304, 24.432, -6.412], [-20.222, 26.025, -5.757], [-24.075, 17.793, 0.424], [-22.921, 17.932, -0.312], [-21.768, 17.957, 0.572], [-20.661, 18.654, -0.090], [-20.001, 19.236, 0.950], [-18.791, 19.913, 0.777], [-18.317, 20.455, 2.101], [-19.209, 21.492, 2.577], [-19.489, 21.610, 3.998], [-24.094, 18.325, 1.375], [-24.303, 16.740, 0.588], [-24.922, 18.212, -0.119], [-21.529, 16.894, 0.591], [-21.915, 18.293, 1.599], [-20.955, 19.483, -0.734], [-19.905, 18.028, -0.563], [-18.957, 20.790, 0.153], [-18.005, 19.249, 0.418], [-17.243, 20.637, 2.103], [-18.387, 19.611, 2.787], [-20.038, 20.712, 4.281], [-20.190, 22.410, 4.236], [-18.587, 21.632, 4.610], [-15.480, 20.116, 8.330], [-16.330, 20.033, 7.113], [-16.085, 21.165, 6.226], [-15.154, 21.065, 5.231], [-14.372, 20.095, 5.135], [-15.237, 22.147, 4.104], [-14.086, 22.893, 4.057], [-15.571, 21.480, 3.038], [-16.285, 22.985, 4.336], [-15.901, 20.821, 9.046], [-14.589, 20.682, 8.057], [-15.338, 19.107, 8.717], [-17.393, 19.875, 7.299], [-16.120, 19.149, 6.511], [-16.042, 18.227, -3.439], [-16.298, 18.615, -1.987], [-15.301, 19.501, -1.451], [-15.533, 20.835, -1.261], [-16.674, 21.308, -1.495], [-14.286, 21.676, -0.738], [-14.676, 22.179, 0.521], [-13.226, 20.886, -0.590], [-13.967, 22.647, -1.557], [-16.083, 19.088, -4.106], [-16.867, 17.679, -3.894], [-15.075, 17.765, -3.638], [-16.358, 17.630, -1.524], [-17.273, 19.020, -1.718], [-16.003, 22.233, -6.661], [-15.357, 22.985, -5.459], [-13.928, 22.899, -5.431], [-13.320, 21.830, -4.730], [-13.935, 21.060, -3.944], [-11.737, 21.887, -4.844], [-11.267, 23.036, -5.208], [-11.301, 21.453, -3.668], [-11.415, 20.971, -5.780], [-17.083, 22.375, -6.691], [-15.822, 21.175, -6.472], [-15.559, 22.548, -7.606], [-15.715, 22.732, -4.461], [-15.526, 24.061, -5.503], [-18.101, 14.795, -1.610], [-16.703, 14.831, -0.890], [-16.843, 15.667, 0.277], [-17.484, 15.216, 1.384], [-17.831, 14.017, 1.549], [-17.649, 16.262, 2.487], [-17.070, 17.405, 2.225], [-18.996, 16.369, 2.771], [-16.992, 15.664, 3.450], [-18.823, 14.272, -0.983], [-18.082, 14.400, -2.625], [-18.372, 15.847, -1.707], [-16.040, 15.417, -1.527], [-16.260, 13.852, -0.707], [-12.208, 23.758, 1.101], [-11.238, 23.417, -0.031], [-9.929, 23.502, 0.421], [-9.456, 22.600, 1.377], [-10.070, 21.714, 1.911], [-7.969, 22.766, 1.620], [-7.580, 21.842, 2.531], [-7.281, 22.409, 0.534], [-7.641, 23.917, 2.151], [-11.853, 24.562, 1.745], [-12.106, 22.929, 1.801], [-13.278, 23.893, 0.941], [-11.419, 24.081, -0.876], [-11.326, 22.362, -0.289]],
  "atomic_forces_ev_per_a": [[-0.967, -0.512, -0.627], [1.962, 0.599, 0.304], [-0.157, -0.496, -0.056], [-0.254, 0.267, 1.002], [-0.364, 0.878, 0.560], [-0.827, -1.911, -2.133], [-0.049, 2.037, 0.421], [0.948, 0.800, 1.302], [-0.860, -0.629, 0.263], [-0.723, -0.008, 0.138], [0.204, 0.305, -0.688], [0.852, -0.458, 0.187], [0.412, 0.368, 0.054], [0.068, -0.483, -0.281], [-0.413, 0.185, -0.412], [0.064, 0.022, 0.388], [-0.384, -0.480, 0.301], [-0.274, 0.058, -0.713], [0.054, -0.122, 0.299], [0.195, -0.162, -0.551], [0.064, -0.162, 0.294], [-0.009, 0.560, 0.397], [0.422, -0.712, -0.348], [0.550, -0.751, 0.706], [-1.068, -0.280, -1.172], [0.345, -0.124, 0.549], [0.330, 0.337, 0.089], [0.200, 1.689, 0.984], [-0.624, -0.958, -0.617], [2.431, -1.075, -0.228], [-1.233, -1.480, 1.296], [-1.147, 1.184, -0.170], [0.265, -0.003, 0.759], [-0.076, 0.361, -0.301], [0.539, 0.852, -0.510], [0.259, 0.162, -0.539], [-0.653, -0.026, 0.188], [-0.444, 0.262, -0.298], [-0.070, -0.979, -0.451], [-0.474, 0.107, -0.050], [-0.101, -0.584, -0.297], [0.328, 0.839, 0.255], [0.265, 0.567, -0.421], [0.280, -0.025, 0.296], [-0.074, 0.570, -0.223], [0.104, -0.574, 0.162], [1.256, 0.388, -0.375], [-0.764, -1.603, -1.165], [0.815, 0.927, 0.776], [-0.521, 1.230, -0.571], [-0.886, -2.574, 0.447], [0.658, 1.519, 0.644], [0.103, -1.112, 0.793], [-0.887, -0.118, -1.459], [-1.239, 0.243, -0.230], [0.167, 0.208, 0.207], [-0.037, -0.114, 1.157], [0.304, -0.008, 0.114], [-0.483, -0.149, -0.841], [-0.475, -0.033, -0.597], [0.673, 0.352, 0.026], [0.270, 0.633, 0.621], [-0.636, -0.587, 0.228], [-0.160, -0.022, -0.134], [0.253, 0.291, 0.181], [0.587, 0.397, -0.024], [0.490, 0.401, -0.101], [0.423, 0.050, 0.280], [0.242, -0.287, -0.258], [1.654, 0.441, -1.095], [0.385, -1.339, 0.117], [-0.103, 1.281, 0.280], [-2.497, -0.520, 0.843], [2.233, 1.766, 1.497], [-0.161, -0.234, -0.864], [-0.764, 0.939, 0.174], [0.486, 1.069, 0.180], [-0.331, -0.709, -0.157], [-0.147, 0.394, -0.537], [-0.050, -0.981, 0.450], [-0.385, -0.025, 0.189], [0.098, 0.592, 0.078], [-0.078, -0.484, 0.101], [0.076, 0.316, -0.250], [-0.446, -0.318, 0.095], [-0.522, -0.103, 0.197], [0.257, -0.559, -0.101], [-0.049, -0.006, 0.417], [-0.235, -0.439, -0.615], [-0.330, -0.382, -0.865], [0.063, -0.235, -0.163], [0.911, -0.517, 0.214], [3.000, 0.487, 0.793], [-1.919, -0.734, -1.390], [0.148, -0.819, 0.015], [1.216, -0.037, 0.646], [-2.248, -0.006, 0.064], [0.159, 0.945, -2.313], [-1.349, 0.901, 1.098], [0.764, -1.420, -0.898], [0.087, 0.503, 0.660], [-0.488, -0.301, -0.532], [-0.355, 1.099, 0.517], [-0.327, -0.097, 0.433], [0.093, 0.227, 0.311], [-0.236, 0.465, 0.119], [-0.299, -0.333, -0.232], [0.474, 0.021, 0.078], [0.128, -0.126, -0.057], [0.687, -0.677, -0.550], [0.608, 0.404, 0.384], [-0.476, -0.351, 0.109], [-0.106, -0.143, 0.159], [0.341, -0.419, 0.367], [0.216, 0.277, 0.247], [-2.142, -0.364, 0.322], [1.917, 1.660, 0.713], [-1.955, -2.821, -1.750], [0.573, 0.060, 0.105], [1.075, 1.643, 2.011], [0.943, 1.247, 0.656], [-1.477, -0.766, 2.042], [0.585, 0.029, -0.629], [0.080, -1.393, -0.369], [0.400, 0.006, 0.176], [-0.009, -0.159, 0.270], [0.117, -0.057, -0.337], [0.491, -0.169, 0.742], [-0.442, 0.365, -0.237], [-0.167, 0.084, -0.783], [-0.102, -0.185, -0.890], [-0.027, -0.086, -0.799], [-0.151, -0.135, -0.735], [-0.161, 0.852, -0.425], [-0.141, -0.205, 0.425], [0.035, -0.381, 0.089], [0.518, 0.390, -0.674], [0.104, 0.355, -0.168], [-0.044, 1.083, 0.141], [0.322, -1.132, -1.501], [-0.058, 1.008, -1.460], [1.509, -3.964, 1.553], [-2.319, 3.413, -0.055], [-0.374, 1.169, 3.087], [-1.695, -1.346, -0.704], [0.939, -0.154, -1.720], [0.864, -0.003, -0.037], [-0.428, -0.493, 0.381], [0.597, -0.890, -0.041], [0.379, 0.374, 0.293], [-0.184, 1.102, 0.054], [0.597, -0.109, 0.089], [-0.475, 1.727, -1.042], [-0.959, -0.590, -0.389], [1.398, 1.216, 0.874], [-4.108, -0.961, -1.782], [3.904, -0.600, 1.177], [-1.074, -1.316, 1.313], [0.661, -0.773, -2.267], [-0.465, 0.345, 0.283], [-0.343, 0.472, 0.203], [0.366, 0.546, 0.188], [-0.010, -0.743, 0.614], [-0.132, -0.282, 0.428], [1.102, 0.272, 1.172], [-0.144, 0.437, -0.977], [0.709, 0.076, 1.445], [-0.668, 0.632, -0.052], [2.085, -2.767, 0.780], [-3.476, 0.665, 2.065], [2.438, 2.605, -3.400], [-2.449, -2.261, -0.404], [0.484, 0.863, 0.307], [0.740, 0.566, 0.011], [0.289, 0.180, 0.120], [0.056, 0.221, 0.094], [0.006, -0.164, -0.388], [0.011, -0.057, 0.110], [-0.311, -0.655, -0.192], [-0.039, 0.024, -0.398], [1.024, 0.206, 0.858], [-1.256, 0.330, -1.435], [-0.763, 0.217, 1.838], [-0.415, -4.700, -2.428], [0.950, 4.619, -0.409], [-0.625, -2.562, -1.011], [-0.495, 1.222, 0.011], [1.622, 0.722, 0.039], [-0.061, 0.493, 1.966], [-0.069, -0.018, -0.215], [0.202, -0.261, 0.253], [-0.318, 0.083, 0.008], [0.176, -0.336, 0.289], [-0.183, 0.172, 0.399], [0.369, -0.690, 1.453], [-2.066, -0.637, 0.470], [3.144, -0.262, 1.980], [-2.221, 0.207, -1.389], [0.264, 1.014, -0.719], [0.796, -2.199, 1.201], [-0.454, 0.073, 0.158], [0.052, 1.172, -0.596], [0.271, 1.152, -0.700], [0.134, 0.579, -0.552], [-0.420, -0.251, 0.033], [0.351, 0.128, -0.617], [0.693, -0.155, -0.121], [-0.691, 0.109, -0.532]],
  "lowdin_charge": [-0.13, -0.17, -0.13, -0.16, -0.15, -0.15, -0.14, -0.20, -0.12, 0.08, 0.06, 0.08, 0.12, 0.11, 0.11, 0.12, 0.11, 0.12, 0.10, 0.11, 0.08, 0.08, 0.08, -0.09, -0.16, -0.22, -0.19, -0.16, -0.20, -0.15, -0.18, -0.14, 0.08, 0.09, 0.08, 0.13, 0.10, 0.12, 0.14, 0.13, 0.13, 0.10, 0.12, 0.06, 0.09, 0.09, -0.06, -0.22, -0.19, -0.15, -0.10, -0.23, -0.17, -0.19, -0.10, 0.07, 0.07, 0.06, 0.13, 0.13, 0.13, 0.11, 0.13, 0.11, 0.12, 0.13, 0.08, 0.09, 0.09, -0.10, -0.22, -0.16, -0.23, -0.15, -0.12, -0.17, -0.22, -0.07, 0.08, 0.09, 0.09, 0.12, 0.12, 0.13, 0.12, 0.11, 0.11, 0.12, 0.12, 0.09, 0.07, 0.07, -0.14, -0.19, -0.18, -0.23, -0.11, -0.18, -0.20, -0.21, -0.08, 0.10, 0.10, 0.08, 0.14, 0.13, 0.11, 0.13, 0.11, 0.13, 0.12, 0.12, 0.09, 0.08, 0.09, -0.13, -0.15, -0.15, -0.10, 0.08, -0.10, -0.14, -0.11, -0.02, 0.09, 0.10, 0.10, 0.14, 0.14, 0.18, 0.17, 0.16, 0.15, 0.13, 0.12, 0.09, 0.10, 0.08, -0.05, -0.21, -0.01, -0.30, 0.12, -0.51, 0.16, 0.18, 0.13, 0.08, 0.09, 0.10, 0.12, 0.11, -0.04, -0.19, 0.02, -0.26, 0.07, -0.49, 0.09, 0.18, 0.20, 0.06, 0.08, 0.08, 0.10, 0.09, -0.03, -0.20, -0.01, -0.22, 0.09, -0.57, 0.23, 0.18, 0.16, 0.07, 0.05, 0.08, 0.11, 0.12, -0.03, -0.17, -0.01, -0.32, 0.12, -0.56, 0.20, 0.13, 0.21, 0.08, 0.06, 0.06, 0.09, 0.13, -0.06, -0.23, 0.01, -0.31, 0.18, -0.57, 0.14, 0.18, 0.21, 0.09, 0.06, 0.06, 0.13, 0.11],
  "max_force_ev_per_a": 5.306,
  "e_tot_ha": -5802.95818,
  "multiplicity": 2,
  "e_lumo_ev": [-1.9, -8.4],
  "homo_energy_ev": [-10.287, -10.287],
  "homo_lumo_gap_ev": [8.36, 1.86],
  "relative_energy_ev": 3.383,
  "total_charge": 1
}